Record 1
# C12H27MnO19S3V

A molecular structure, C12H27MnO19S3V (wB97M-V/def2-TZVPD, OMol25).

Structure (XYZ):
```
63
Properties=species:S:1:pos:R:3:lowdin_charge:R:1
O 11.540 14.041 9.162 -0.12
V 10.341 14.040 10.099 1.40
Mn 7.401 13.669 6.802 1.16
O 8.096 10.468 9.377 0.15
C 8.217 11.764 9.044 -0.69
O 9.271 12.381 9.346 -0.06
O 7.291 12.259 8.372 -0.02
H 7.272 10.230 8.910 0.12
O 5.552 14.273 7.547 -0.09
C 5.203 15.439 8.278 -0.76
O 4.593 15.240 9.349 0.01
O 5.750 16.474 7.868 0.01
H 4.985 13.598 7.981 0.08
O 9.869 16.076 9.467 -0.01
C 8.846 16.140 8.513 -0.72
O 8.426 17.205 8.177 0.18
O 8.604 14.960 8.084 -0.09
H 9.718 16.861 10.040 0.17
O 8.933 12.511 6.012 -0.35
S 10.186 11.806 5.786 0.68
O 11.365 12.178 6.489 -0.22
O 9.898 10.246 6.133 -0.23
C 8.590 9.727 5.863 -0.27
C 8.598 8.314 6.384 -0.05
C 10.584 11.691 4.029 -0.07
H 8.325 9.822 4.805 0.13
H 7.831 10.310 6.397 0.08
H 7.686 7.715 6.317 0.09
H 8.747 8.244 7.464 0.08
H 9.356 7.756 5.831 0.09
H 9.729 11.358 3.451 0.08
H 11.457 11.051 3.945 0.09
H 10.890 12.710 3.786 0.08
O 3.709 12.146 7.215 -0.24
S 3.966 10.760 7.068 0.62
O 5.268 10.284 6.601 -0.31
O 3.552 10.017 8.423 -0.27
C 4.085 8.716 8.784 -0.22
C 3.389 8.403 10.086 -0.06
C 2.764 9.961 5.976 -0.09
H 5.170 8.812 8.819 0.11
H 3.838 7.983 8.010 0.12
H 3.742 9.116 10.832 0.03
H 3.583 7.411 10.500 0.10
H 2.304 8.437 10.000 0.10
H 2.780 10.562 5.068 0.08
H 1.786 10.043 6.444 0.08
H 3.057 8.927 5.834 0.07
O 2.331 12.580 13.125 -0.28
S 3.081 12.863 11.942 0.62
O 4.015 13.954 11.918 -0.27
O 3.946 11.528 11.549 -0.28
C 4.774 11.070 12.626 -0.26
C 5.529 9.815 12.173 -0.05
C 1.962 12.885 10.519 -0.09
H 4.089 10.793 13.428 0.12
H 5.482 11.824 12.966 0.12
H 4.832 9.050 11.831 0.04
H 6.098 9.423 13.014 0.09
H 6.188 10.049 11.336 0.06
H 1.414 11.952 10.443 0.07
H 2.581 13.104 9.652 0.05
H 1.244 13.693 10.642 0.08
```

Computed properties:
Kohn-Sham gap (alpha / beta): 3.062 / 3.431 eV
maximum force: 4.9 eV/A
charge: +1
2S+1: 7
energy relative to the best compared isomer or geometry (same formula, charge and spin): 123.97 kcal/mol
E_tot: -5192.320906 Ha

Record 2
# C2H3O2Se

2 unconnected molecules or ions with the total composition C2H3O2Se (wB97M-V/def2-TZVPD, OMol25).

Structure (XYZ):
```
8
Properties=species:S:1:pos:R:3:lowdin_charge:R:1
C 0.707 -0.568 0.106 -0.78
C -0.422 0.319 0.637 -0.68
O 0.460 -1.198 -1.013 -0.02
O 1.619 -0.925 0.804 0.03
Se -2.100 0.147 -0.101 0.36
H 0.314 1.961 -0.515 0.04
H -0.309 0.825 1.544 -0.02
H -0.269 -0.561 -1.463 0.08
```

Computed properties:
Kohn-Sham gap (alpha / beta): 7.177 / 6.337 eV
maximum force: 4.1 eV/A
charge: -1
energy relative to the best compared isomer or geometry (same formula, charge and spin): 75.13 kcal/mol
E_tot: -2629.861993 Ha

Record 3
# C4H10S2

A gas-phase ion, C4H10S2 (charge +1) (wB97M-V/def2-TZVPD, OMol25).

Structure (XYZ):
```
16
Properties=species:S:1:pos:R:3:lowdin_charge:R:1
C 0.052 -2.204 -1.116 -0.13
C -1.057 -1.509 -0.279 -0.41
S -0.162 -1.007 1.325 0.72
S -0.763 0.775 2.088 0.68
C 0.581 1.783 1.272 -0.53
C 0.315 2.013 -0.169 -0.17
H 0.828 -1.474 -1.364 0.07
H 0.599 -2.943 -0.535 0.08
H -0.537 -2.575 -1.965 0.10
H -1.474 -0.599 -0.692 0.08
H -1.699 -2.293 0.129 0.08
H 1.528 1.237 1.313 0.08
H 0.806 2.668 1.895 0.10
H 0.484 1.114 -0.785 0.07
H -0.634 2.373 -0.557 0.09
H 1.134 2.641 -0.561 0.11
```

Computed properties:
Kohn-Sham gap (alpha / beta): 10.678 / 6.161 eV
maximum force: 2.3 eV/A
charge: +1
2S+1: 2
energy relative to the best compared isomer or geometry (same formula, charge and spin): 25.29 kcal/mol
E_tot: -954.443324 Ha

Record 4
# C4H15N2O

2 unconnected molecules or ions with the total composition C4H15N2O (wB97M-V/def2-TZVPD, OMol25).

Structure (XYZ):
```
22
Properties=species:S:1:pos:R:3:lowdin_charge:R:1
C -0.470 -1.647 -0.419 -0.04
N 0.639 -2.688 -0.784 0.36
C -0.111 -0.749 0.784 -0.27
N 1.365 -0.500 0.802 0.20
C -0.253 1.753 1.684 -0.02
C -0.791 0.710 0.550 -0.12
H -0.451 -0.952 -1.226 0.13
H -1.392 -2.080 -0.163 0.16
H 0.360 -3.098 -1.694 0.18
H 0.469 -3.443 -0.075 0.19
H -0.393 -1.176 1.726 0.15
H 1.555 0.463 0.399 0.19
H 1.854 -1.211 0.166 0.19
H 1.782 -0.280 1.746 0.21
H -1.054 2.501 1.619 0.10
H -0.285 1.283 2.644 0.08
H 0.724 2.081 1.439 0.06
H -0.739 1.099 -0.456 0.09
H -1.862 0.373 0.695 0.14
H -0.002 3.142 -2.693 0.14
H -0.713 2.293 -3.768 0.01
O -0.230 2.125 -2.976 -0.12
```

Computed properties:
Kohn-Sham gap (alpha / beta): 9.595 / 2.886 eV
maximum force: 6.5 eV/A
charge: +2
2S+1: 2
energy relative to the best compared isomer or geometry (same formula, charge and spin): 86.91 kcal/mol
E_tot: -345.338393 Ha

Record 5
# C2H6N4OS

C2H6N4OS in the gas phase (wB97M-V/def2-TZVPD, OMol25).

Structure (XYZ):
```
14
Properties=species:S:1:pos:R:3:lowdin_charge:R:1
H 0.154 -1.980 -0.131 0.03
N 0.991 -1.880 -0.706 0.09
C 0.969 -0.736 -1.215 -0.27
N 0.105 0.371 -1.007 -0.12
N -0.032 1.240 -2.100 0.07
C -0.916 0.399 -0.049 -0.59
O -1.982 0.917 -0.323 0.07
N -0.689 -0.272 1.135 -0.34
S 0.762 -0.050 2.006 0.79
H 1.713 -0.498 -1.976 0.12
H -0.912 1.060 -2.587 0.10
H 0.003 2.209 -1.814 0.09
H -1.520 -0.296 1.720 0.10
H 1.290 -1.219 1.606 -0.14
```

Computed properties:
SMILES: [H]/N=C\N(N)C(=O)NS
Kohn-Sham gap: 10.505 eV
maximum force: 1.7 eV/A
charge: 0
energy relative to the best compared isomer or geometry (same formula, charge and spin): 45.10 kcal/mol
E_tot: -772.226381 Ha

Record 6
# C15H18

2 unconnected molecules or ions with the total composition C15H18 (wB97M-V/def2-TZVPD, OMol25).

Structure (XYZ):
```
33
Properties=species:S:1:pos:R:3:lowdin_charge:R:1
C 2.396 0.236 -2.790 -0.06
C 1.042 0.637 -3.600 -0.18
C -0.057 0.492 -2.694 -0.27
C -0.632 1.444 -1.826 -0.02
C -1.754 1.155 -0.973 -0.10
C -2.302 -0.113 -1.026 -0.17
C -1.806 -1.134 -1.859 -0.07
C -0.616 -0.835 -2.615 -0.03
H 3.084 1.082 -2.542 0.08
H 2.933 -0.329 -3.552 0.06
H 2.311 -0.274 -1.901 0.03
H 1.088 1.681 -3.759 0.09
H 1.241 0.041 -4.507 0.12
H -0.207 2.321 -1.470 0.08
H -2.068 1.999 -0.214 0.14
H -3.317 -0.144 -0.602 0.11
H -2.348 -2.137 -1.928 0.12
H -0.278 -1.517 -3.409 0.11
C 1.930 -1.999 2.014 -0.06
C 1.050 -0.847 2.230 -0.25
C 1.213 -0.094 3.434 -0.06
C 0.284 0.835 3.799 -0.12
C -0.875 0.981 3.060 -0.11
C -1.061 0.182 1.973 -0.12
C -0.020 -0.487 1.450 -0.05
H 2.852 -2.086 2.552 0.07
H 2.442 -1.967 1.066 0.07
H 1.357 -2.914 1.983 0.09
H 1.974 -0.359 4.149 0.10
H 0.195 1.187 4.939 0.15
H -1.679 1.647 3.453 0.11
H -2.047 0.056 1.692 0.08
H -0.285 -1.014 0.599 0.09
```

Computed properties:
SMILES: CCc1ccccc1.Cc1ccccc1
Kohn-Sham gap: 9.571 eV
maximum force: 4.9 eV/A
charge: 0
energy relative to the best compared isomer or geometry (same formula, charge and spin): 71.35 kcal/mol
E_tot: -582.252051 Ha

Q: Which value of energy relative to the best compared isomer or geometry (same formula, charge and spin) does entry 3 give?
A: 25.29 kcal/mol

Q: What is the formula in the sixth record?
A: C15H18